{
  "formula": "C6H11N",
  "method": "ωB97M-V/def2-TZVPD",
  "elements": ["C", "C", "C", "N", "C", "C", "C", "H", "H", "H", "H", "H", "H", "H", "H", "H", "H", "H"],
  "xyz": [[0.853, 2.037, -1.660], [0.019, 1.086, -1.242], [0.392, -0.070, -0.370], [1.691, -0.600, -0.569], [-0.474, -0.519, 0.574], [0.083, -1.337, 1.726], [-1.951, -0.462, 0.417], [0.649, 2.889, -2.293], [1.728, 2.229, -1.034], [-1.026, 1.029, -1.553], [2.093, -0.382, -1.474], [2.361, -0.183, 0.082], [1.110, -1.040, 1.925], [-0.521, -1.115, 2.605], [0.056, -2.407, 1.481], [-2.338, 0.328, 1.113], [-2.546, -1.249, 0.890], [-2.179, -0.234, -0.618]],
  "forces_ev_per_angstrom": [[0.2, 0.7, 1.4], [-0.8, -1.2, -0.6], [-0.9, 1.2, -0.4], [1.3, 0.3, 1.3], [1.5, -1.4, -0.5], [-0.3, 0.2, -0.7], [-0.5, 2.1, 1.7], [-0.6, -0.3, -0.2], [0.4, -0.6, -0.6], [0.2, 0.4, -0.4], [-0.6, 0.2, -0.1], [-0.1, -0.4, 0.1], [0.0, -0.2, 0.1], [0.0, -0.3, 0.2], [0.0, 0.1, 0.3], [0.1, 0.2, -0.9], [0.7, -0.8, -0.8], [-0.7, -0.2, 0.2]],
  "nbo_charge": [-0.4359, -0.1929, 0.1005, -0.8424, 0.0211, -0.6371, -0.6508, 0.2054, 0.1867, 0.1953, 0.3764, 0.3604, 0.2125, 0.2108, 0.2246, 0.2143, 0.2316, 0.2195],
  "multiplicity": 1,
  "smiles": "C=CC(N)=C(C)C"
}

***

{
  "formula": "C6H11N",
  "method": "ωB97M-V/def2-TZVPD",
  "elements": ["C", "C", "C", "C", "C", "C", "N", "H", "H", "H", "H", "H", "H", "H", "H", "H", "H", "H"],
  "xyz": [[-0.008, -2.933, 1.880], [-0.038, -2.014, 0.560], [0.864, -0.998, 0.481], [0.763, 0.110, -0.546], [0.195, 1.394, 0.097], [-0.512, 2.396, -0.515], [-1.243, 2.230, -1.781], [-0.837, -3.597, 1.572], [0.107, -2.359, 2.919], [0.862, -3.673, 1.740], [-0.720, -2.241, -0.279], [1.844, -1.122, 0.841], [0.596, -0.237, -1.590], [1.799, 0.516, -0.540], [0.779, 1.701, 0.976], [-0.749, 3.355, -0.135], [-1.433, 2.917, -2.550], [-1.131, 1.400, -2.228]],
  "forces_ev_per_angstrom": [[1.4, -0.3, -2.2], [2.1, 0.7, 2.1], [-2.5, -1.5, -2.6], [1.8, 1.0, 0.8], [-0.7, 1.8, -1.7], [-0.6, -2.3, -2.2], [-0.1, 2.6, 1.3], [-0.3, 0.3, 1.8], [-0.9, -1.5, -2.6], [-0.8, 1.2, 0.6], [-0.2, 0.5, 1.0], [0.8, 0.2, 1.9], [-0.7, 0.6, 0.8], [-0.1, -0.6, -0.8], [-0.7, -0.3, -0.1], [0.3, 0.7, 0.9], [0.7, -0.2, 2.0], [0.6, -3.1, -1.1]],
  "nbo_charge": [-0.6810, -0.1649, -0.1999, -0.4904, -0.2730, 0.0009, -0.8576, 0.2262, 0.2437, 0.2133, 0.1981, 0.1987, 0.2224, 0.2167, 0.2089, 0.1951, 0.3863, 0.3564],
  "multiplicity": 1,
  "smiles": "C/C=C/C/C=C\\N"
}

***

{
  "formula": "C6H11N",
  "method": "ωB97M-V/def2-TZVPD",
  "elements": ["C", "C", "C", "C", "C", "C", "H", "H", "H", "H", "H", "H", "H", "H", "H", "H", "H", "N"],
  "xyz": [[1.876, 0.104, -0.126], [0.371, 0.044, -0.153], [-0.274, 1.285, -0.211], [-1.490, -0.637, 0.070], [-0.483, -0.914, -1.072], [-0.213, -0.646, 1.058], [2.411, -0.822, 0.375], [2.210, 0.876, 0.637], [2.517, 0.435, -1.055], [-0.082, 1.838, -1.188], [0.073, 1.895, 0.517], [-2.085, 1.318, 0.833], [-2.417, -1.214, 0.147], [0.080, -1.857, -0.944], [-0.929, -0.793, -2.097], [0.057, -0.132, 2.066], [0.122, -1.617, 1.227], [-1.744, 0.835, -0.083]],
  "forces_ev_per_angstrom": [[3.7, 0.1, 0.6], [3.6, -3.1, -1.1], [-3.3, 1.9, -3.7], [0.0, 0.6, 1.4], [-0.1, -0.4, 0.8], [-0.9, 1.2, 0.9], [-1.3, 1.3, -1.5], [-0.7, -0.5, -0.7], [-1.7, -0.9, 1.4], [-0.4, -0.7, 0.9], [0.5, 2.1, 2.6], [0.5, -1.7, -2.0], [0.3, 0.1, 0.4], [-0.9, 0.0, -0.4], [1.1, 0.5, 0.9], [-1.5, -0.2, -1.5], [0.8, -1.9, -0.2], [0.4, 1.5, 1.5]],
  "nbo_charge": [-0.6154, -0.0906, -0.2263, -0.0403, -0.4173, -0.4179, 0.2154, 0.2106, 0.2247, 0.1886, 0.1849, 0.3570, 0.2097, 0.2079, 0.2273, 0.2046, 0.2011, -0.6240],
  "multiplicity": 1
}

***

{
  "formula": "C6H11N",
  "method": "ωB97M-V/def2-TZVPD",
  "elements": ["C", "C", "C", "C", "C", "N", "C", "H", "H", "H", "H", "H", "H", "H", "H", "H", "H", "H"],
  "xyz": [[-1.998, -0.317, -0.583], [-0.672, 0.145, -1.181], [0.591, -0.160, -0.348], [0.650, -1.616, 0.124], [0.752, 0.772, 0.801], [0.281, 1.078, 1.926], [1.486, 1.869, 1.399], [-2.055, -1.408, -0.523], [-2.830, 0.012, -1.214], [-2.159, 0.080, 0.423], [-0.716, 1.222, -1.374], [-0.534, -0.331, -2.159], [1.456, 0.034, -0.993], [1.568, -1.816, 0.682], [-0.190, -1.863, 0.780], [0.630, -2.290, -0.739], [1.295, 2.901, 1.081], [2.443, 1.689, 1.899]],
  "forces_ev_per_angstrom": [[0.0, -0.1, 0.1], [0.0, 0.1, -0.1], [0.1, -0.1, -0.1], [0.0, -0.2, 0.0], [-0.3, 0.2, 0.5], [0.2, -0.2, -0.7], [0.1, 0.3, 0.1], [0.0, 0.1, 0.0], [0.1, 0.0, 0.1], [0.1, 0.0, -0.1], [0.0, -0.1, 0.0], [0.0, 0.0, 0.1], [-0.1, -0.1, 0.0], [-0.1, 0.1, -0.1], [0.1, 0.1, -0.1], [-0.1, 0.1, 0.1], [0.1, -0.3, 0.2], [-0.3, 0.1, -0.1]],
  "nbo_charge": [-0.6197, -0.3753, -0.2797, -0.5978, 0.2601, -0.3281, -0.3321, 0.2040, 0.2152, 0.2184, 0.2071, 0.2042, 0.2203, 0.2171, 0.2176, 0.2118, 0.1782, 0.1788],
  "multiplicity": 1,
  "smiles": "CC[C@H](C)C1=NC1"
}

***

{
  "formula": "C6H11N",
  "method": "ωB97M-V/def2-TZVPD",
  "elements": ["C", "C", "C", "C", "C", "N", "C", "H", "H", "H", "H", "H", "H", "H", "H", "H", "H", "H"],
  "xyz": [[-0.507, 1.907, 0.485], [0.380, 0.611, 0.592], [-0.537, -0.597, 0.955], [-0.196, -1.490, -0.248], [-0.323, -0.423, -1.440], [0.912, 0.183, -0.731], [1.300, -1.039, -0.318], [-0.892, 2.422, 1.557], [0.021, 2.725, -0.072], [-1.405, 1.759, -0.219], [1.104, 0.896, 1.315], [-0.202, -1.107, 1.956], [-1.553, -0.284, 1.049], [-0.657, -2.474, -0.325], [-0.002, -0.808, -2.408], [-1.128, 0.233, -1.566], [1.896, -1.058, 0.589], [1.792, -1.457, -1.171]],
  "forces_ev_per_angstrom": [[-1.2, 1.6, 0.2], [-3.8, 2.5, -0.8], [1.5, -1.3, 2.0], [-0.6, 1.4, -0.3], [2.7, -1.4, 1.6], [-1.6, 5.5, -0.4], [1.2, -5.4, -0.5], [1.0, -1.8, -2.9], [0.0, -0.7, 0.8], [1.0, 0.0, 1.5], [1.2, -0.5, 0.3], [-0.7, 0.8, -1.7], [-0.8, 0.0, 0.1], [0.3, 0.0, 0.1], [0.1, -0.1, 0.1], [-1.4, 0.8, 0.1], [0.2, -0.3, 0.0], [0.8, -1.2, -0.2]],
  "nbo_charge": [-0.6244, -0.0916, -0.4306, -0.2300, -0.2396, -0.4077, -0.2228, 0.2155, 0.2194, 0.1974, 0.2094, 0.2034, 0.2086, 0.2139, 0.2002, 0.1944, 0.1924, 0.1918],
  "multiplicity": 1,
  "smiles": "C[C@H]1CC2CN1C2"
}

***

{
  "formula": "C6H11N",
  "method": "ωB97M-V/def2-TZVPD",
  "elements": ["C", "C", "C", "C", "C", "N", "C", "H", "H", "H", "H", "H", "H", "H", "H", "H", "H", "H"],
  "xyz": [[-2.226, -0.555, 0.609], [-1.284, 0.671, 0.814], [-0.561, 1.216, -0.381], [0.321, 0.364, -1.339], [1.546, 0.024, -0.826], [1.827, -0.238, 0.531], [1.184, -1.390, 0.387], [-2.413, -0.824, 1.652], [-3.225, -0.251, 0.201], [-1.953, -1.443, 0.021], [-1.685, 1.374, 1.563], [-0.520, 0.171, 1.456], [-1.250, 1.805, -0.972], [0.095, 2.004, 0.026], [0.173, 0.760, -2.336], [2.493, 0.175, -1.370], [0.207, -1.652, 0.842], [1.689, -2.267, -0.018]],
  "forces_ev_per_angstrom": [[-1.9, 1.4, 0.3], [1.2, -3.2, 1.1], [-0.3, 0.8, 0.1], [0.4, 1.7, 2.2], [2.1, 0.4, -1.4], [-2.5, -0.3, 0.3], [0.3, 0.2, 1.2], [-0.3, -0.6, -0.2], [0.7, -0.2, 0.2], [0.7, 0.6, 0.2], [-0.3, 0.2, -1.0], [0.0, 0.7, -0.4], [-0.4, -0.2, -0.5], [0.2, -0.4, -0.2], [0.6, -0.6, -0.4], [-0.6, -0.6, -0.9], [0.5, 0.1, 0.6], [-0.2, 0.0, -1.2]],
  "nbo_charge": [-0.6284, -0.4028, -0.4462, -0.1860, -0.0078, -0.6060, 0.0930, 0.2085, 0.1980, 0.2108, 0.2224, 0.2045, 0.2022, 0.2238, 0.2146, 0.1954, 0.1551, 0.1489],
  "multiplicity": 1
}

***

Respective energy above the lowest of the compared OMol25 structures with the same formula, charge and spin values: 195.6, 352.8, 286.1, 174.5, 290.4, 524.4 kJ/mol.
Respective orbital gap values: 8.71, 9.02, 9.77, 10.76, 9.96, 7.79 eV.
Respective DFT total energy values: -289.89718, -289.83731, -289.86272, -289.90521, -289.86107, -289.77197 a.u..